[1]
The following is a DFT calculation (wB97M-V/def2-TZVPD) of a 2-piece molecular cluster, C4H5NOS overall.

CARTESIAN COORDINATES (ANGSTROEM)
C1 -0.5690 -0.5846 0.9112
C2 0.7005 -0.6680 0.5441
C3 1.6426 0.3836 0.4526
S1 1.2150 1.9642 0.6239
H1 -1.0685 -1.5770 0.9798
H2 -0.9825 0.3383 1.0555
H3 1.1160 -1.7744 0.4335
H4 2.5908 0.0132 0.3410
N1 -1.2788 1.1749 -1.1877
C4 -1.3656 0.0355 -1.5102
O1 -1.4192 -1.0664 -1.8457
H5 -0.5811 1.7607 -0.7980

Output
- orbital gap (alpha / beta) (eV) = 7.9 / 7.9
- SMILES string = C=CC=S.N=C=O
- spin multiplicity = 1

The molecule's natural (NBO) atomic charges, reported in e, are given here:
1 C -0.25
2 C -0.31
3 C -0.23
4 S -0.02
5 H 0.23
6 H 0.21
7 H 0.21
8 H 0.20
9 N -0.79
10 C 0.86
11 O -0.53
12 H 0.43



[2]
The following is a DFT calculation (wB97M-V/def2-TZVPD) of an isolated molecule of C4H9NO.

CARTESIAN COORDINATES (ANGSTROEM)
C1 -0.8450 -1.4722 0.7955
C2 -0.4560 -0.5759 -0.3529
C3 -0.8844 0.8793 -0.3807
C4 0.5536 0.5092 -0.1635
N1 1.4765 0.6946 -1.2401
O1 1.0711 0.6742 1.1344
H1 -0.7704 -0.9372 1.7457
H2 -0.1792 -2.3404 0.8552
H3 -1.8703 -1.8390 0.6801
H4 -0.4123 -1.0556 -1.3282
H5 -1.1567 1.3205 -1.3338
H6 -1.4508 1.2343 0.4792
H7 2.0848 -0.1165 -1.3027
H8 2.0719 1.4952 -1.0493
H9 0.7673 1.5296 1.4611

Output
- orbital gap (eV) = 10.4
- SMILES string = C[C@H]1C[C@@]1(N)O
- spin multiplicity = 1

The molecule's natural (NBO) atomic charges, reported in e, are given here:
1 C -0.61
2 C -0.24
3 C -0.45
4 C 0.36
5 N -0.83
6 O -0.72
7 H 0.22
8 H 0.21
9 H 0.21
10 H 0.22
11 H 0.23
12 H 0.21
13 H 0.36
14 H 0.36
15 H 0.47



[3]
The following is a DFT calculation (wB97M-V/def2-TZVPD) of an isolated molecule of C3H5NO2.

CARTESIAN COORDINATES (ANGSTROEM)
C1 1.3512 1.0845 0.0688
N1 1.7088 -0.0583 -0.3816
O1 0.8369 -1.1237 -0.2530
C2 -0.4077 -0.9073 0.3675
C3 -1.3715 -0.1396 -0.5124
O2 -2.2531 0.5670 -0.0740
H1 0.3816 1.3159 0.5140
H2 2.0831 1.8908 -0.0287
H3 -0.3160 -0.4246 1.3511
H4 -0.7867 -1.9097 0.5525
H5 -1.2265 -0.2950 -1.6042

Output
- orbital gap (eV) = 10.8
- SMILES string = C=NOCC=O
- spin multiplicity = 1

The molecule's natural (NBO) atomic charges, reported in e, are given here:
1 C -0.20
2 N -0.07
3 O -0.36
4 C -0.22
5 C 0.40
6 O -0.51
7 H 0.18
8 H 0.21
9 H 0.20
10 H 0.24
11 H 0.13



[4]
The following is a DFT calculation (wB97M-V/def2-TZVPD) of C4H10N2O4S2 as an isolated structure.

CARTESIAN COORDINATES (ANGSTROEM)
C1 1.5586 -0.1975 -0.2021
C2 -0.5724 2.1996 1.1262
C3 -0.8572 -2.4991 -0.8655
C4 0.3551 0.2390 -1.0224
N1 2.2821 1.0939 -3.6308
N2 1.8167 0.1011 -3.6901
O1 0.8351 2.8994 -0.9888
O2 -1.4016 2.1697 -1.3664
O3 -2.2447 -0.2120 -1.0829
O4 -0.9509 -0.7406 1.0668
S1 -0.0375 1.8144 -0.6392
S2 -1.0243 -0.6548 -0.3613
H1 2.3870 0.2351 -0.6825
H2 1.6292 -1.2766 -0.2899
H3 1.4372 0.2177 0.8027
H4 0.0782 1.6096 1.7352
H5 -0.3143 3.2291 0.9903
H6 -1.6170 1.9970 1.2638
H7 -1.7074 -3.0693 -0.4788
H8 -0.7993 -2.6488 -2.0038
H9 0.0148 -2.7563 -0.2729
H10 -2.1080 1.4253 -1.3882

Output
- orbital gap (eV) = 9.8
- spin multiplicity = 1

The molecule's natural (NBO) atomic charges, reported in e, are given here:
1 C -0.64
2 C -0.80
3 C -0.80
4 C -0.87
5 N 0.00
6 N 0.00
7 O -0.89
8 O -0.91
9 O -0.98
10 O -0.95
11 S 2.07
12 S 2.09
13 H 0.23
14 H 0.23
15 H 0.20
16 H 0.24
17 H 0.25
18 H 0.25
19 H 0.25
20 H 0.25
21 H 0.22
22 H 0.55



Relative energy (zero: lowest compared OMol25 entry of this formula, charge and spin)? In order: 2.210 1.583 3.545 0.470 eV.